Model A:
This record from the OMol25 dataset describes the molecule C5H10N2O2S. The level of theory is wB97M-V/def2-TZVPD.

Each line ends with the Mulliken charge.
CARTESIAN COORDINATES (ANGSTROEM)
C1 -0.03 2.05 0.29  -0.31
N1 -0.22 1.56 -0.85  -0.52
C2 -0.15 0.13 -1.03  -0.25
C3 1.12 -0.43 -0.65  -0.14
N2 1.73 -0.29 0.46  -0.13
C4 3.00 -0.99 0.66  -0.78
S1 -1.35 -0.63 0.17  1.14
C5 -2.98 0.23 -0.21  -1.00
O1 -1.53 -1.98 -0.20  -0.64
O2 -0.92 -0.39 1.53  -0.59
H1 -0.18 3.03 0.50  0.38
H2 0.34 1.50 1.14  0.26
H3 -0.46 -0.29 -1.93  0.50
H4 1.54 -1.20 -1.40  0.19
H5 3.30 -1.45 -0.28  0.32
H6 2.97 -1.56 1.63  0.25
H7 3.74 -0.22 0.84  0.29
H8 -3.21 0.03 -1.25  0.35
H9 -3.83 -0.32 0.35  0.34
H10 -2.88 1.22 0.22  0.35

Calculated values
Structure (SMILES): C=N[C@@H](/C=N/C)S(C)(=O)=O
Frontier orbital gap in eV: 9.9
E_LUMO in Ha: 0.016
Molecular weight in g/mol: 162.21
HOMO level in eV: -9.50

Model B:
This record from the OMol25 dataset describes the molecule C5H10N2O2S. The level of theory is wB97M-V/def2-TZVPD.

Each line ends with the Mulliken charge.
CARTESIAN COORDINATES (ANGSTROEM)
C1 -1.29 1.58 -1.41  -0.56
C2 -0.87 1.02 -0.25  -0.06
S1 -1.80 -0.40 0.24  1.11
O1 -2.65 -1.06 -0.80  -0.65
O2 -2.62 -0.04 1.34  -0.63
C3 -0.11 -1.48 0.76  -0.76
N1 1.07 -0.81 0.25  0.52
C4 1.38 -0.96 -1.16  -0.91
N2 1.52 0.35 0.52  -0.68
C5 1.44 0.98 1.63  -0.47
H1 -1.80 0.79 -1.97  0.28
H2 -1.20 2.57 -1.83  0.30
H3 -0.33 1.64 0.58  0.19
H4 -0.12 -2.43 0.44  0.49
H5 -0.14 -1.40 1.85  0.35
H6 1.66 0.04 -1.50  0.37
H7 2.14 -1.71 -1.36  0.30
H8 0.50 -1.29 -1.67  0.33
H9 1.04 0.72 2.63  0.26
H10 2.16 1.90 1.70  0.23

Calculated values
Structure (SMILES): C=CS(=O)(=O)CN(C)N=C
Frontier orbital gap in eV: 9.2
E_LUMO in Ha: 0.015
Molecular weight in g/mol: 162.21
HOMO level in eV: -8.85

Model C:
This record from the OMol25 dataset describes a cluster of 2 separate species, C5H10N2O2S in total. The level of theory is wB97M-V/def2-TZVPD.

Each line ends with the Mulliken charge.
CARTESIAN COORDINATES (ANGSTROEM)
C1 1.52 -2.16 0.25  -1.24
C2 0.80 -1.32 -0.78  0.32
O1 0.45 -2.32 -1.91  -0.44
C3 -0.53 -1.74 -1.33  0.74
O2 -1.67 -1.66 -1.13  -0.50
H1 2.35 -2.61 -0.30  0.35
H2 1.80 -1.63 1.13  0.36
H3 0.89 -3.00 0.49  0.31
H4 1.47 -0.61 -1.23  0.16
C4 0.55 2.19 -1.02  -0.75
N1 -0.12 1.71 0.17  -0.76
N2 0.14 0.53 0.46  0.48
S1 -0.64 -0.03 1.82  -0.03
C5 -2.02 1.27 1.94  -0.86
H5 -0.37 2.10 -1.82  0.25
H6 0.76 3.21 -0.97  0.34
H7 1.31 1.54 -1.42  0.24
H8 -2.89 0.98 1.40  0.31
H9 -1.70 2.06 1.33  0.33
H10 -2.09 1.47 2.91  0.40

Calculated values
Structure (SMILES): C[C@H]1OC1=O.C/N=N/SC
Frontier orbital gap in eV: 9.4
E_LUMO in Ha: 0.019
Molecular weight in g/mol: 162.21
HOMO level in eV: -8.89

Model D:
This record from the OMol25 dataset describes the molecule C5H10N2O2S. The level of theory is wB97M-V/def2-TZVPD.

Each line ends with the Mulliken charge.
CARTESIAN COORDINATES (ANGSTROEM)
C1 0.62 2.09 0.61  -1.20
C2 0.48 0.54 0.69  -0.11
S1 2.11 -0.31 0.72  -0.14
C3 1.05 -1.86 0.74  -0.62
N1 -0.01 -1.63 -0.28  -0.40
C4 -0.32 -0.23 -0.31  0.87
C5 -0.48 0.24 -1.77  -2.03
N2 -1.74 -0.19 0.27  0.97
O1 -2.03 0.64 1.13  -0.59
O2 -2.60 -0.96 -0.11  -0.60
H1 0.66 2.35 -0.48  0.31
H2 1.44 2.43 1.31  0.38
H3 -0.25 2.49 1.15  0.32
H4 0.20 0.23 1.80  0.35
H5 0.66 -1.93 1.73  0.28
H6 1.47 -2.78 0.51  0.48
H7 0.29 -2.05 -1.18  0.29
H8 -1.10 -0.54 -2.21  0.51
H9 0.42 0.33 -2.37  0.37
H10 -0.88 1.15 -1.95  0.56

Calculated values
Structure (SMILES): C[C@@H]1SCN[C@@]1(C)[N+](=O)[O-]
Frontier orbital gap in eV: 9.6
E_LUMO in Ha: 0.019
Molecular weight in g/mol: 162.21
HOMO level in eV: -9.05

Each structure's energy above the most stable one, in hartree: model A 0.0000; model B 0.0872; model C 0.0524; model D 0.0195.

Model A:
This record from the OMol25 dataset describes a cluster of 2 separate species, C4H14N2 in total. The level of theory is wB97M-V/def2-TZVPD.

Each line ends with the Mulliken charge.
CARTESIAN COORDINATES (ANGSTROEM)
C1 1.62 -0.40 -1.38  -1.03
C2 1.23 0.48 -0.19  -0.53
C3 0.02 1.60 -0.51  -0.57
N1 -1.31 1.12 -0.71  -0.62
H1 1.58 0.16 -2.30  0.29
H2 2.63 -0.78 -1.25  0.33
H3 0.95 -1.25 -1.48  0.29
H4 2.07 1.18 -0.02  0.38
H5 1.24 -0.05 0.76  0.32
H6 0.01 2.28 0.34  0.32
H7 0.35 2.13 -1.40  0.41
H8 -1.37 0.52 -1.52  0.28
H9 -1.64 0.59 0.09  0.16
C4 -1.03 -1.46 0.93  -0.61
N2 -1.28 -0.74 2.17  -0.57
H10 -0.47 -2.38 1.17  0.30
H11 -1.99 -1.77 0.50  0.35
H12 -0.30 -0.89 0.22  -0.04
H13 -1.88 0.06 2.02  0.29
H14 -0.41 -0.40 2.57  0.24

Calculated values
Structure (SMILES): CCCN.CN
Frontier orbital gap in eV: 10.0
E_LUMO in Ha: 0.039
Molecular weight in g/mol: 90.17
HOMO level in eV: -8.95

Model B:
This record from the OMol25 dataset describes a cluster of 2 separate species, C4H14N2 in total. The level of theory is wB97M-V/def2-TZVPD.

Each line ends with the Mulliken charge.
CARTESIAN COORDINATES (ANGSTROEM)
C1 1.08 2.19 -0.54  -1.13
C2 0.98 0.79 -1.14  -0.08
N1 1.49 0.67 -2.50  -0.59
H1 0.51 2.91 -1.12  0.29
H2 0.74 2.20 0.51  0.27
H3 2.12 2.49 -0.53  0.32
H4 1.58 0.16 -0.49  0.26
H5 -0.04 0.41 -1.19  0.17
H6 0.98 1.27 -3.13  0.22
H7 2.48 0.85 -2.57  0.23
C3 -1.06 -2.11 0.26  -0.77
N2 -1.58 -1.88 1.61  -0.37
C4 -1.35 -0.52 2.09  -0.44
H8 -0.04 -1.73 0.14  0.24
H9 -1.08 -3.17 0.04  0.35
H10 -1.72 -1.58 -0.42  0.27
H11 -1.17 -2.53 2.27  0.26
H12 -0.85 -0.52 3.06  0.31
H13 -2.29 0.01 2.25  0.26
H14 -0.78 0.10 1.40  -0.08

Calculated values
Structure (SMILES): CCN.CNC
Frontier orbital gap in eV: 9.7
E_LUMO in Ha: 0.038
Molecular weight in g/mol: 90.17
HOMO level in eV: -8.65

Model C:
This record from the OMol25 dataset describes a cluster of 2 separate species, C4H14N2 in total. The level of theory is wB97M-V/def2-TZVPD.

Each line ends with the Mulliken charge.
CARTESIAN COORDINATES (ANGSTROEM)
C1 -0.87 -1.39 -1.59  -1.17
C2 -1.40 -0.19 -2.39  -0.15
C3 -0.71 1.11 -1.95  -1.00
H1 -1.09 -1.25 -0.53  0.23
H2 0.19 -1.56 -1.76  0.35
H3 -1.44 -2.28 -1.86  0.35
H4 -2.48 -0.20 -2.38  0.33
H5 -1.10 -0.37 -3.42  0.22
H6 -0.53 1.82 -2.75  0.34
H7 -1.38 1.74 -1.33  0.26
H8 0.07 0.91 -1.24  0.24
N1 0.83 1.26 2.04  -0.51
C4 0.80 -0.11 2.56  -0.17
N2 2.10 -0.74 2.38  -0.53
H9 0.93 1.99 2.73  0.18
H10 0.11 1.44 1.35  0.20
H11 0.54 -0.22 3.61  0.31
H12 0.15 -0.67 1.92  0.16
H13 2.50 -0.60 1.48  0.19
H14 2.77 -0.70 3.13  0.18

Calculated values
Structure (SMILES): CCC.NCN
Frontier orbital gap in eV: 9.8
E_LUMO in Ha: 0.040
Molecular weight in g/mol: 90.17
HOMO level in eV: -8.69

Each structure's energy above the most stable one, in hartree: model A 0.0174; model B 0.0035; model C 0.0000.

Model A:
This record from the OMol25 dataset describes a cluster of 2 separate species, C3H2N2O3 in total. The level of theory is wB97M-V/def2-TZVPD.

Each line ends with the Mulliken charge.
CARTESIAN COORDINATES (ANGSTROEM)
C1 0.76 -0.28 0.52  0.55
C2 -1.40 1.05 -0.53  0.18
C3 0.58 -0.38 -0.99  0.48
H1 1.19 -1.08 2.14  0.49
H2 -2.12 1.68 -1.17  0.33
N1 -0.34 -0.27 1.24  -0.28
N2 -1.43 0.39 0.70  -0.46
O1 1.86 -0.58 1.11  -0.53
O2 -0.35 0.62 -1.34  -0.29
O3 1.25 -1.16 -1.67  -0.48

Calculated values
Frontier orbital gap in eV: 8.9
E_LUMO in Ha: -0.023
Molecular weight in g/mol: 114.06
HOMO level in eV: -9.58

Model B:
This record from the OMol25 dataset describes a cluster of 2 separate species, C3H2N2O3 in total. The level of theory is wB97M-V/def2-TZVPD.

Each line ends with the Mulliken charge.
CARTESIAN COORDINATES (ANGSTROEM)
O1 2.60 1.69 0.03  -0.35
C1 2.08 0.69 0.25  0.56
N1 1.38 -0.19 0.62  -0.27
C2 0.92 -1.41 0.18  0.15
O2 1.40 -2.07 -0.70  -0.45
H1 0.13 -1.84 0.88  0.33
N2 -1.76 1.16 -0.78  -0.39
C3 -2.14 0.38 0.02  0.53
O3 -2.58 -0.44 0.68  -0.39
H2 -2.04 2.03 -1.19  0.27

Calculated values
Structure (SMILES): O=C=NC=O.N=C=O
Frontier orbital gap in eV: 11.4
E_LUMO in Ha: 0.015
Molecular weight in g/mol: 114.06
HOMO level in eV: -11.00

Each structure's energy above the most stable one, in hartree: model A 0.1560; model B 0.0000.